# 1
ORCA calculation (ωB97M-V/def2-TZVPD) on C36H96CdF12N2O24S4 as an isolated structure in a non-equilibrium geometry.

Values from the calculation:
**Spin multiplicity**: 1
**Gap between HOMO and LUMO**: 9.096 eV
**LUMO**: 0.00 eV
**E_HOMO**: -0.3342 Eh
**Charge**: 0

Geometry (Å):
Cd 2.25180 -2.02994 -0.57295
C 3.50704 -4.60504 2.32033
F 4.04616 -3.45696 2.74824
F 4.18608 -5.61242 2.83619
F 2.24801 -4.61645 2.69898
S 3.70033 -4.64103 0.44627
O 4.66726 -3.62951 0.13879
O 3.98122 -5.97332 0.07773
N 2.28038 -4.04046 -0.14841
S 1.04568 -5.11414 -0.13830
O 1.19548 -6.19262 0.76528
O -0.15777 -4.34415 -0.10479
C 1.07115 -5.86784 -1.82370
F 2.09381 -6.70888 -1.95270
F -0.05955 -6.54386 -1.96146
F 1.15908 -4.92179 -2.75690
C 0.43210 0.81936 -2.48245
F 0.42737 1.87481 -1.66470
F -0.24158 1.12981 -3.58030
F 1.68534 0.51450 -2.80633
S -0.40965 -0.62685 -1.69461
O -1.76669 -0.26034 -1.57014
O -0.15802 -1.71205 -2.59003
N 0.53319 -0.91104 -0.32953
S -0.49303 -0.55298 0.88413
O -0.90282 0.81468 0.92349
O -1.50753 -1.53770 1.05573
C 0.62251 -0.80382 2.33709
F -0.11063 -0.82607 3.42606
F 1.27805 -1.96507 2.19218
F 1.53875 0.16634 2.45319
C 1.75443 0.78671 -6.33847
C 2.65148 -0.31267 -5.81057
O 1.88726 -1.29723 -5.07479
H 1.06347 0.40320 -7.09080
H 2.34912 1.53214 -6.87816
H 1.25983 1.33581 -5.54054
H 3.39638 0.06477 -5.10853
H 3.17474 -0.81810 -6.62661
H 0.98835 -1.36437 -5.41463
C 0.34488 3.92681 1.33094
C -0.12335 5.31758 1.70378
O 0.49340 5.63649 2.96291
H 1.39865 3.98321 1.04316
H -0.20116 3.52713 0.47353
H 0.23327 3.19126 2.12651
H -1.20940 5.32850 1.82759
H 0.21315 6.03665 0.95261
H 0.24150 6.52701 3.22131
C -3.09539 0.06773 -5.06176
C -2.72994 1.27088 -5.90236
O -1.72196 0.88295 -6.84527
H -3.80904 -0.56582 -5.58032
H -3.53498 0.42808 -4.12751
H -2.19672 -0.47479 -4.76874
H -2.36452 2.10620 -5.29814
H -3.62402 1.64288 -6.41952
H -1.44144 1.66969 -7.32187
C -5.41470 -0.95084 -0.79280
C -6.44775 -0.56303 -1.80989
O -6.12758 -1.20072 -3.05376
H -4.44856 -0.52265 -1.08115
H -5.25875 -2.03078 -0.74627
H -5.63192 -0.59056 0.21242
H -6.45954 0.52276 -1.96651
H -7.46654 -0.80623 -1.48419
H -6.71847 -0.84845 -3.72487
C -3.03681 2.13775 3.37824
C -3.82394 0.93909 2.94273
O -5.11195 0.98849 3.59021
H -2.85607 2.06342 4.45634
H -3.53722 3.08427 3.17682
H -2.04378 2.18234 2.92460
H -3.30785 -0.00968 3.11075
H -4.09797 1.00123 1.87981
H -5.65139 0.26734 3.25433
C -3.13630 -1.39004 5.99413
C -1.83244 -1.97495 6.46158
O -1.22574 -1.06878 7.36762
H -3.58176 -2.05151 5.24325
H -2.94858 -0.42909 5.51538
H -3.88341 -1.28203 6.77903
H -1.21040 -2.16024 5.57474
H -1.99984 -2.95584 6.92898
H -0.29141 -1.29753 7.44495
C 4.15874 -3.94874 -3.42372
C 4.20479 -2.49295 -2.99036
O 2.86629 -2.00799 -2.65689
H 5.11737 -4.23825 -3.85505
H 3.39782 -4.07754 -4.19322
H 3.94722 -4.58007 -2.56256
H 4.54253 -1.89551 -3.83955
H 4.84383 -2.37114 -2.11906
H 2.45448 -1.74226 -3.51077
C -4.27605 -4.62351 1.16323
C -3.85246 -3.53458 2.12626
O -4.83009 -3.37331 3.17411
H -3.56888 -4.67641 0.32876
H -5.27439 -4.46385 0.75830
H -4.24147 -5.61186 1.63227
H -3.83214 -2.55523 1.65289
H -2.87329 -3.74342 2.56433
H -4.95375 -4.23215 3.59030
C -0.54632 4.42600 -5.23777
C 0.45425 4.71915 -6.34004
O 1.77969 4.79044 -5.84778
H -1.57164 4.48806 -5.62180
H -0.47271 5.15963 -4.43613
H -0.44236 3.40874 -4.85681
H 0.19993 5.70166 -6.76299
H 0.40862 3.98349 -7.14136
H 1.81049 5.47164 -5.15822
C 1.84336 1.96686 5.94582
C 1.43284 2.60876 4.63970
O 2.03094 3.89662 4.53691
H 1.73929 2.61937 6.81307
H 2.91635 1.72811 5.93140
H 1.31502 1.02711 6.12012
H 0.33872 2.65018 4.57700
H 1.81251 1.99444 3.81702
H 1.55440 4.38817 3.84981
C -2.33479 -4.32997 -2.73217
C -3.28615 -3.15924 -2.72544
O -4.55157 -3.57877 -3.21830
H -2.11621 -4.73608 -3.71791
H -2.68369 -5.10666 -2.04374
H -1.38754 -4.05473 -2.26005
H -2.87856 -2.34064 -3.33108
H -3.38992 -2.78511 -1.69892
H -5.13335 -2.81815 -3.09105
C 1.79942 4.66085 -2.17145
C 2.44854 5.98212 -2.54539
O 1.83136 6.54615 -3.70186
H 0.70994 4.76436 -2.17495
H 2.05403 4.38295 -1.14709
H 2.05104 3.85406 -2.85799
H 3.51336 5.81785 -2.73354
H 2.38888 6.67367 -1.70144
H 1.50172 7.42292 -3.49643
C -3.07710 2.71969 -1.27848
C -3.10266 4.18061 -0.95057
O -4.35297 4.73446 -1.32913
H -2.23032 2.22575 -0.79466
H -3.01761 2.46894 -2.33995
H -3.94869 2.19793 -0.87312
H -2.28027 4.70981 -1.45300
H -2.92928 4.28423 0.13045
H -4.32995 5.68903 -1.22268
C 5.49780 1.42198 3.85749
C 4.63427 0.18516 3.89178
O 4.87025 -0.66504 2.75863
H 5.33426 2.01330 4.75920
H 5.28064 2.03065 2.98058
H 6.55240 1.13887 3.82909
H 3.56822 0.41172 3.90013
H 4.79779 -0.39679 4.80470
H 5.69098 -1.15251 2.87589
C 3.27816 1.60023 0.02138
C 4.14155 0.40209 -0.30308
O 3.68860 -0.78178 0.39124
H 3.68414 2.46909 -0.50436
H 3.36260 1.87401 1.07633
H 2.23539 1.41575 -0.21926
H 5.16228 0.64369 0.00465
H 4.17051 0.17348 -1.36854
H 4.13506 -0.74775 1.27125
C 2.08535 -2.79523 5.72314
C 1.87038 -2.75930 7.23201
O 1.65752 -1.42455 7.69078
H 2.40714 -3.77706 5.36725
H 2.84935 -2.07649 5.41410
H 1.14966 -2.57433 5.20733
H 2.70302 -3.23718 7.75444
H 0.97205 -3.33905 7.45017
H 2.52823 -1.03023 7.78984

Atom charges from the Mulliken analysis, given in e for atoms 1 to 8: number 1, Cd, carries 5.56; number 2, C, carries 0.69; number 3, F, carries -0.16; number 4, F, carries -0.25; number 5, F, carries -0.11; number 6, S, carries 0.34; number 7, O, carries -0.62; number 8, O, carries -0.56

# 2
ORCA calculation (ωB97M-V/def2-TZVPD) on a 12-piece molecular cluster, C36H96O12 overall in a non-equilibrium geometry.

Values from the calculation:
**Structure (SMILES)**: CC(C)O.CC(C)O.CC(C)O.CC(C)O.CC(C)O.CC(C)O.CC(C)O.CC(C)O.CC(C)O.CC(C)O.CC(C)O.CC(C)O
**Spin multiplicity**: 1
**Gap between HOMO and LUMO**: 9.806 eV
**LUMO**: 0.41 eV
**E_HOMO**: -0.3451 Eh
**Charge**: 0

Geometry (Å):
C -13.27124 13.65373 4.37834
C -14.77864 13.26752 4.51235
C -15.65289 14.26090 5.31754
O -15.22555 13.06373 3.21154
H -12.70324 13.27657 5.22877
H -13.06083 14.71030 4.21249
H -12.88952 13.16161 3.48379
H -14.84282 12.27278 4.95334
H -15.43784 14.62604 6.32179
H -16.62790 13.77442 5.28929
H -15.76333 15.24687 4.86612
H -16.15473 13.30146 3.16996
C -19.26140 13.34105 1.09916
C -18.84707 12.89268 2.51606
C -18.46760 11.38583 2.58109
O -17.83109 13.78132 2.93721
H -19.90277 12.60485 0.61466
H -18.41648 13.52892 0.43665
H -19.82405 14.27455 1.10968
H -19.72633 12.99700 3.15177
H -17.65456 11.14873 1.89489
H -19.27036 10.68699 2.34598
H -18.13454 11.20352 3.60283
H -18.21544 14.65457 2.83090
C -15.28086 3.21768 -0.35400
C -14.32828 4.11176 -1.08731
C -15.08699 5.46530 -1.45146
O -13.32657 4.45711 -0.14185
H -15.70974 3.39804 0.63172
H -14.73663 2.28963 -0.17898
H -16.17181 2.95609 -0.92485
H -13.85325 3.68075 -1.96861
H -15.15662 6.16182 -0.61592
H -16.07272 5.29349 -1.88380
H -14.56775 6.05610 -2.20608
H -13.56271 4.09799 0.71656
C -15.74227 10.96199 7.87254
C -15.41625 9.69056 7.05043
C -14.90643 8.49144 8.00051
O -16.71068 9.26568 6.67276
H -16.33840 11.68872 7.32062
H -14.76341 11.29964 8.21301
H -16.39370 10.79959 8.73124
H -14.80248 9.90781 6.17626
H -14.72918 7.58502 7.42165
H -15.72363 8.31164 8.69905
H -14.01372 8.83172 8.52527
H -17.11794 9.05119 7.51523
C -10.24174 8.18099 -1.23289
C -10.92390 7.03346 -0.47504
C -11.39608 7.66206 0.89682
O -12.04512 6.60940 -1.28156
H -10.93968 8.96155 -1.53570
H -9.83412 7.70642 -2.12549
H -9.40001 8.41916 -0.58262
H -10.29683 6.16065 -0.29322
H -11.97422 8.57373 0.74612
H -10.59566 7.90330 1.59629
H -12.02487 6.95416 1.43682
H -12.58880 5.96735 -0.81918
C -20.60821 6.95115 4.33154
C -21.43205 5.70743 4.70782
C -21.65101 4.68264 3.62617
O -20.80697 5.11737 5.84818
H -19.63962 6.67439 3.91519
H -20.59921 7.69586 5.12743
H -20.98804 7.58627 3.53126
H -22.45335 5.95977 4.99309
H -22.49324 5.03033 3.02795
H -21.86884 3.66436 3.94828
H -20.77568 4.65430 2.97726
H -21.19521 4.28251 6.11995
C -18.51465 4.87785 8.60878
C -18.37777 5.98731 7.61984
C -17.78361 5.50287 6.25266
O -19.66730 6.60570 7.55007
H -17.57323 4.34471 8.74151
H -19.24700 4.13590 8.29056
H -18.77422 5.24662 9.60112
H -17.71092 6.78662 7.94314
H -18.41013 4.79541 5.70945
H -16.74748 5.18519 6.36927
H -17.67403 6.39598 5.63747
H -20.17530 6.15261 6.87312
C -13.84231 0.68824 2.29754
C -14.30266 1.79832 3.20286
C -14.06561 1.48126 4.65404
O -13.74728 3.04964 2.80916
H -14.17672 -0.28171 2.66560
H -12.76472 0.62734 2.14531
H -14.08110 0.93328 1.26264
H -15.37883 1.73369 3.04235
H -14.48623 0.54846 5.02962
H -14.47775 2.33971 5.18443
H -13.02689 1.42517 4.97962
H -13.81168 3.65979 3.54752
C -12.50769 6.84501 5.72078
C -12.58254 5.50679 4.90013
C -11.69467 4.41105 5.40702
O -13.90994 5.10742 4.89342
H -13.28722 7.56038 5.45871
H -11.59645 7.38420 5.46191
H -12.57145 6.62858 6.78716
H -12.18090 5.73899 3.91379
H -11.14881 4.78009 6.27531
H -10.92769 4.00394 4.74814
H -12.19469 3.49107 5.70987
H -14.45869 5.88114 4.74563
C -15.70922 9.33324 3.17905
C -15.86000 7.82517 3.39404
C -14.96850 6.93819 2.45846
O -15.39121 7.57439 4.65944
H -16.30788 9.93075 3.86656
H -16.06415 9.62893 2.19178
H -14.67101 9.61114 3.36068
H -16.92008 7.60291 3.27187
H -13.90296 6.87106 2.67807
H -15.06755 7.42683 1.48917
H -15.35230 5.91977 2.51843
H -15.75181 8.20858 5.28344
C -18.52561 7.21033 0.75912
C -19.37353 6.28068 -0.17766
C -18.86284 4.91400 -0.39134
O -20.72532 6.27839 0.37812
H -17.60706 7.39508 0.20212
H -18.41593 6.83976 1.77831
H -19.02825 8.17484 0.83115
H -19.54216 6.71556 -1.16283
H -18.80541 4.37677 0.55532
H -17.85224 4.99948 -0.79067
H -19.39772 4.30063 -1.11645
H -21.05815 7.15990 0.56183
C -13.92257 10.46837 -2.51569
C -13.89838 10.24324 -1.00546
C -15.13219 10.86444 -0.38591
O -14.14583 8.87156 -0.93835
H -14.74338 9.94327 -3.00418
H -12.96813 10.18142 -2.95706
H -14.03868 11.54242 -2.66077
H -12.98246 10.55472 -0.50331
H -14.86406 10.96362 0.66592
H -16.00289 10.23969 -0.58507
H -15.30510 11.87761 -0.74880
H -13.40284 8.30115 -1.14864

Atom charges from the Mulliken analysis, given in e for atoms 1 to 8: number 1, C, carries -1.56; number 2, C, carries 1.83; number 3, C, carries -1.43; number 4, O, carries -0.55; number 5, H, carries 0.36; number 6, H, carries 0.35; number 7, H, carries 0.39; number 8, H, carries -0.69

The lowest E_HOMO belongs to which entry? C36H96O12

Look up the LUMO of the second one. 0.41 eV